Entry 1:
Molecular formula: C30H24BrN2NiO4S
Method: DFT, ωB97M-V/def2-TZVPD

Structure (XYZ):
```
63
Properties=species:S:1:pos:R:3:forces:R:3
Ni -0.3092 0.7122 0.0618 -0.6 0.1 0.0
Br 4.5856 3.2189 -4.6735 0.0 0.3 -0.4
C 2.9454 2.7701 -3.8367 -0.3 -0.3 0.1
C 1.8246 3.6462 -3.8016 0.6 -0.4 0.3
C 0.7723 3.3325 -2.9976 -0.2 0.5 0.2
C 0.7312 2.1812 -2.1453 -0.6 -0.5 -0.4
O -0.3112 1.9556 -1.4475 0.3 0.2 0.2
C 1.8437 1.2957 -2.2320 1.0 -1.0 0.2
C 2.0473 0.1369 -1.3289 0.8 0.9 -1.6
N 1.2931 -0.2142 -0.3518 0.6 0.1 0.0
C 1.8281 -1.0957 0.6191 -1.0 -0.2 0.7
C 3.1743 -1.0816 0.9834 -0.5 0.4 -0.9
C 3.5994 -1.8614 2.0374 0.3 -0.8 0.7
C 2.7020 -2.6199 2.8086 0.2 0.8 -0.4
C 1.3174 -2.6027 2.4913 0.3 0.0 0.3
C 0.3238 -3.2475 3.3042 0.0 0.7 -0.2
C -1.0379 -3.0229 3.0351 0.2 -0.1 0.0
C -1.3981 -2.4304 1.8587 -0.6 0.5 -0.4
N -0.4382 -1.9774 0.9191 -0.8 -0.5 0.8
C 0.8933 -1.8624 1.3666 0.7 -0.4 -0.7
C 2.9285 1.5973 -3.1283 -1.0 0.5 1.3
H 1.7823 4.5944 -4.3213 0.3 -0.1 -0.2
H -0.0431 4.0538 -2.9283 0.0 -0.4 0.1
H 3.0003 -0.4272 -1.5051 -0.7 0.4 0.1
H 3.8388 -0.4123 0.4165 -0.2 -0.5 0.5
H 4.6800 -1.8704 2.2108 -0.4 -0.1 0.4
H 3.0325 -3.1463 3.7076 0.0 0.1 -0.4
H 0.6382 -3.6856 4.2296 0.1 -0.3 0.3
H -1.7912 -3.3376 3.7622 0.2 0.1 -0.4
H -2.4603 -2.2891 1.5412 1.1 -0.1 0.3
H 3.8084 0.9795 -3.0548 0.2 -0.2 -0.3
C -1.5468 6.7802 -1.0272 -0.8 0.6 -0.1
C -1.9407 5.5145 -0.3407 0.1 -0.7 0.7
C -2.6600 4.5341 -1.0109 0.0 -0.4 1.6
C -2.9807 3.3499 -0.3465 -1.0 -0.3 -2.0
C -2.5294 3.0877 0.8997 -0.2 -1.3 0.3
C -1.7980 4.0155 1.5893 -0.2 1.5 0.2
C -1.5713 5.2632 1.0050 0.0 -0.8 -1.3
S -2.9140 1.4944 1.6407 -0.1 0.6 -0.3
O -4.0318 0.9116 0.9140 0.5 0.2 0.2
O -3.1578 1.8634 3.0126 -0.1 -0.5 0.5
O -1.6598 0.7041 1.4721 -0.5 0.2 0.3
H -2.3854 7.1596 -1.6244 0.1 -0.1 0.0
H -0.7281 6.6330 -1.7311 0.3 0.1 0.2
H -1.3582 7.5694 -0.2942 0.5 -0.1 -0.2
H -3.0423 4.6686 -1.9839 -0.2 0.3 -1.1
H -3.6331 2.5886 -0.8213 0.6 0.6 0.2
H -1.5760 3.8291 2.6200 0.4 -0.1 0.4
H -1.0224 6.0329 1.4977 0.3 0.4 0.6
C -0.6884 -2.5963 -0.4141 -0.7 1.0 0.5
C -0.4704 -4.0813 -0.3111 -0.7 0.3 -0.1
C -1.5562 -4.9263 -0.0211 -0.7 1.5 -0.2
C -1.3770 -6.2658 0.1380 0.1 -1.5 0.2
C -0.0803 -6.8283 0.0599 -0.5 0.2 -0.3
C 1.0035 -5.9876 -0.1634 0.1 0.0 -0.3
C 0.7932 -4.6070 -0.3515 0.5 -1.4 0.3
H -1.7190 -2.2926 -0.6936 0.4 -0.5 0.3
H -0.0865 -2.0487 -1.1148 0.6 -0.2 -0.5
H -2.5595 -4.4473 0.0906 0.9 -0.6 -0.2
H -2.2518 -6.9183 0.3251 0.7 0.4 -0.1
H 0.0170 -7.9171 0.1068 0.2 0.4 0.2
H 2.0386 -6.3654 -0.2580 -0.8 0.1 0.2
H 1.6713 -4.0075 -0.4641 0.2 0.6 -0.3
```
Forces are in eV/Å.

As for the spin multiplicity: 3. Its charge is -1. Its relative energy (zero: lowest compared OMol25 entry of this formula, charge and spin) is 0.494 eV. The calculation puts the HOMO-LUMO gap (alpha / beta) at 6.4 / 6.4 eV. Its largest force on an atom is 2.2 eV/Å. The value obtained for the LUMO energy (alpha / beta) is 2.4637 / 1.9936 eV. The HOMO energy (alpha / beta) comes out at -0.144 / -0.161 hartree.


Entry 2:
Molecular formula: C5H7FOS
Method: DFT, ωB97M-V/def2-TZVPD

Structure (XYZ):
```
15
Properties=species:S:1:pos:R:3:forces:R:3
C 0.5667 1.6726 0.3131 -0.3 0.9 -1.6
C 0.5623 0.3006 -0.2824 0.1 -0.1 0.2
F 1.4886 0.2122 -1.3052 0.2 0.3 -0.5
C 0.5201 -1.0278 0.3981 -0.3 0.8 0.0
O 1.4405 -1.9610 0.0338 0.5 -0.5 -0.2
C -0.5955 -0.6195 -0.5559 -1.9 -0.2 0.4
C -1.9180 -0.3867 0.1305 1.7 0.2 1.1
S -3.3851 -0.3037 -0.4575 -0.8 -0.1 -0.8
H 1.5724 1.8464 0.7155 -0.4 0.3 -0.1
H 0.2597 2.4544 -0.4791 0.9 -1.2 1.0
H -0.1940 1.7937 1.0583 -0.2 -0.2 0.7
H 0.2615 -1.0526 1.4417 -0.1 -0.1 0.3
H 1.9116 -1.5682 -0.7130 0.3 -0.3 0.0
H -0.6574 -1.0847 -1.5410 0.2 0.2 0.2
H -1.8335 -0.2758 1.2430 0.2 0.0 -0.8
```
Forces are in eV/Å.

Its relative energy (zero: lowest compared OMol25 entry of this formula, charge and spin) is 1.336 eV. The calculation puts the HOMO-LUMO gap at 8.6 eV. The SMILES is C[C@@]1(F)[C@H](O)[C@H]1C=S. Its largest force on an atom is 2.0 eV/Å. The value obtained for the LUMO energy is -0.1950 eV. The HOMO energy comes out at -0.324 hartree.


Entry 3:
Molecular formula: C29H21Cl5N3O2Ta
Method: DFT, ωB97M-V/def2-TZVPD

Structure (XYZ):
```
61
Properties=species:S:1:pos:R:3:forces:R:3
Ta -0.2901 0.0890 0.4250 0.3 -0.3 -0.7
C 1.2575 1.7034 3.3053 0.1 0.1 0.1
C 1.8731 2.5036 2.1961 0.1 0.1 0.0
C 3.0456 3.2084 2.4818 -0.2 -0.2 -0.2
C 3.6050 4.0680 1.5534 -0.1 -0.1 0.1
C 2.9980 4.2425 0.3234 -0.5 -0.3 -0.1
C 1.8248 3.5605 -0.0035 0.4 -0.1 0.2
C 1.1615 3.8612 -1.3030 -0.1 0.3 -0.1
C 1.2673 2.6779 0.9448 1.2 0.2 0.3
N -0.0174 2.1057 0.6787 0.2 -1.9 -0.1
C -1.0092 3.0677 0.6006 -1.4 1.1 0.0
O -0.8837 4.2371 0.8520 -0.1 -0.7 -0.1
C -2.3007 2.4540 0.1478 -0.2 0.6 0.0
C -3.5291 3.0965 0.0678 0.4 -0.2 0.0
C -4.6287 2.3724 -0.3827 0.2 -0.1 0.0
C -4.4655 1.0418 -0.7550 0.4 -0.1 0.0
C -3.2014 0.4833 -0.6364 -0.6 -0.3 -0.3
N -2.1615 1.1750 -0.1831 0.6 -0.4 0.2
C -2.8602 -0.9476 -0.9276 -1.6 0.6 -0.5
O -3.6127 -1.7248 -1.4541 0.5 0.4 0.3
N -1.5945 -1.2335 -0.4613 1.7 1.2 1.0
C -1.2882 -2.6194 -0.5703 0.4 -1.2 0.0
C -1.8441 -3.4938 0.3787 0.2 0.1 -0.1
C -2.6569 -2.9855 1.5303 -0.1 -0.1 0.0
C -1.7150 -4.8601 0.1663 0.0 0.2 0.1
C -1.0620 -5.3444 -0.9521 0.0 0.1 0.0
C -0.5181 -4.4697 -1.8755 0.0 0.1 0.1
C -0.6365 -3.0946 -1.7171 0.0 0.0 0.3
C -0.2012 -2.1616 -2.8010 -0.1 0.0 0.0
H 1.9944 1.0389 3.7535 -0.1 -0.1 0.0
H 0.3837 1.1142 3.0005 -0.1 -0.1 0.0
H 0.9290 2.3925 4.0852 -0.2 -0.1 0.1
H 3.4976 3.1056 3.4577 0.0 -0.1 0.1
H 4.4946 4.6263 1.8013 0.1 0.0 0.0
H 3.4063 4.9446 -0.3895 0.0 0.0 -0.1
H 1.8929 3.9487 -2.1028 0.0 -0.1 -0.1
H 0.6677 4.8317 -1.2221 -0.1 0.0 -0.1
H 0.4179 3.1156 -1.5739 0.0 0.0 -0.2
H -3.5903 4.1344 0.3544 0.0 0.1 0.0
H -5.6024 2.8359 -0.4330 -0.1 0.1 0.0
H -5.2762 0.4234 -1.1117 -0.1 0.0 0.0
H -2.3611 -1.9823 1.8586 0.0 -0.1 0.1
H -2.5873 -3.6628 2.3784 0.0 0.0 0.1
H -3.7068 -2.9405 1.2295 0.0 0.1 0.1
H -2.1635 -5.5493 0.8627 -0.1 -0.1 0.2
H -1.0098 -6.4076 -1.1162 0.1 -0.2 0.0
H -0.0372 -4.8591 -2.7566 0.1 0.0 -0.2
H 0.6014 -2.5982 -3.3885 0.1 0.0 -0.1
H 0.1222 -1.1932 -2.4190 0.0 -0.1 -0.1
H -1.0503 -1.9962 -3.4672 0.0 0.1 -0.1
Cl 1.9556 0.7540 -2.3062 0.3 0.3 -0.5
C 2.4768 -0.4978 -1.2712 0.0 -0.2 0.2
C 1.6365 -0.7104 -0.1961 -1.0 0.4 -0.1
C 1.9182 -1.7311 0.6938 0.8 0.3 -1.1
Cl 0.7392 -1.7657 1.9589 -0.8 -0.2 1.2
C 3.0028 -2.5813 0.5501 -0.1 0.0 0.2
Cl 3.2816 -3.8747 1.6338 -0.1 0.2 0.0
C 3.8664 -2.3353 -0.5437 -0.1 0.1 0.1
Cl 5.2275 -3.3276 -0.7633 -0.1 0.1 0.1
C 3.6213 -1.2817 -1.4503 -0.2 0.1 0.1
Cl 4.6975 -0.9847 -2.7359 -0.2 0.1 0.0
```
Forces are in eV/Å.

Its charge is +2. The calculation puts the HOMO-LUMO gap at 5.0 eV. Its largest force on an atom is 2.3 eV/Å. The value obtained for the LUMO energy is -9.2361 eV. The HOMO energy comes out at -0.523 hartree.


Entry 4:
Molecular formula: C7H11NO
Method: DFT, ωB97M-V/def2-TZVPD

Structure (XYZ):
```
20
Properties=species:S:1:pos:R:3:forces:R:3
C -2.1342 -0.6938 1.3992 0.5 0.5 0.7
C -1.4397 -0.0799 0.2226 -2.2 -1.9 -4.2
N -1.9455 1.0808 -0.2685 1.8 -0.3 0.8
O -0.8599 -0.8724 -0.6757 0.0 1.5 2.6
H -2.1056 1.8030 0.4213 -0.3 0.1 -0.2
H -1.4818 1.3872 -1.1382 -0.2 -0.1 0.5
H -1.4052 -1.2624 1.9704 -0.1 -0.1 0.1
H -2.6261 0.0409 2.0364 0.3 0.2 0.1
H -2.9539 -1.3354 1.0651 0.4 -0.1 -0.4
C 1.9164 -1.2822 -0.5891 -0.3 -0.1 0.1
C 0.8575 -0.1895 -0.7085 1.6 2.1 0.9
C 0.9578 0.7198 -1.7751 -0.7 -0.3 -0.7
C 0.8417 0.5574 0.7043 0.6 -0.6 -0.5
C 1.4930 1.1502 1.5469 -0.6 -0.6 -0.5
H 1.9318 -1.8801 -1.4996 -0.3 -0.2 0.2
H 2.9142 -0.8480 -0.5249 -0.1 0.5 0.0
H 1.8142 -1.8592 0.3298 -0.2 -0.2 -0.2
H 1.9013 0.9751 -2.2361 0.4 -0.9 0.0
H 0.1591 0.9266 -2.4693 -0.6 0.5 0.5
H 2.1648 1.6617 2.1889 -0.2 0.2 0.2
```
Forces are in eV/Å.

Its relative energy (zero: lowest compared OMol25 entry of this formula, charge and spin) is 7.199 eV. The calculation puts the HOMO-LUMO gap (alpha / beta) at 5.7 / 5.7 eV. Its largest force on an atom is 5.1 eV/Å. The value obtained for the LUMO energy (alpha / beta) is -0.3362 / -0.3360 eV. The HOMO energy (alpha / beta) comes out at -0.222 / -0.222 hartree.